Molecular formula: C4H12
Method: DFT, ωB97M-V/def2-TZVPD

Geometry (Å):
C 1.935 1.529 2.085
C 0.539 0.885 2.051
H 1.725 2.591 2.294
H 2.679 1.009 2.710
H 2.357 1.608 1.064
H -0.196 1.642 2.295
H 0.420 0.027 2.723
H 0.351 0.537 1.032
C -1.816 -0.854 -2.254
C -0.521 -1.617 -1.814
H -2.273 -1.289 -3.176
H -2.738 -0.914 -1.536
H -1.528 0.192 -2.301
H 0.306 -1.493 -2.511
H -0.309 -1.214 -0.816
H -0.933 -2.639 -1.847

Results
- Kohn-Sham gap (spin up / spin down): 2.75 / 11.85 eV
- <S²>: 0.750
- E_tot: -4340.314 eV
- Relative energy (zero: lowest compared OMol25 entry of this formula, charge and spin): 0.722 eV
- Maximum force: 0.051 hartree/bohr
- E_LUMO (spin up / spin down): 4.3 / 4.4 eV
- Charge: -1
- 2S+1: 2

Atomic partial charges in e from the Mulliken method, atoms 1 to 6: -1.53 -0.30 0.35 0.38 0.62 0.44